1.
This record from the OMol25 dataset describes 2 unconnected molecules or ions with the total composition C3H13N2O. The level of theory is ωB97M-V/def2-TZVPD.

Output
⟨S²⟩	0.754
HOMO energy (spin up / spin down)	-17.86 / -17.86	eV
frontier orbital gap (spin up / spin down)	0.3728 / 0.1490	hartree

```
! wB97M-V def2-TZVPD RIJCOSX def2/J DEFGRID3
* xyz 2 2
N 1.082 0.923 -2.048
C 0.078 -0.118 -2.052
C -0.487 -0.496 -0.643
N 0.701 -0.652 0.294
C 0.405 -1.293 1.588
H 1.774 0.813 -2.808
H 0.727 1.873 -2.240
H 1.077 0.272 0.453
H -0.772 0.368 -2.568
H 0.405 -0.988 -2.577
H -1.104 0.356 -0.364
H -1.023 -1.432 -0.561
H 1.449 -1.142 -0.198
H 1.319 -1.757 1.949
H -0.348 -2.080 1.580
H 0.095 -0.625 2.389
H -1.232 2.052 3.111
H -2.502 2.182 2.407
O -1.643 1.745 2.286
*
```

2.
This record from the OMol25 dataset describes 2 unconnected molecules or ions with the total composition C3H13N2O. The level of theory is ωB97M-V/def2-TZVPD.

Output
⟨S²⟩	0.754
HOMO energy (spin up / spin down)	-18.75 / -18.75	eV
frontier orbital gap (spin up / spin down)	0.4213 / 0.2229	hartree

```
! wB97M-V def2-TZVPD RIJCOSX def2/J DEFGRID3
* xyz 2 2
N 0.489 -0.748 0.868
C -0.066 -0.959 -0.542
C 0.593 0.019 -1.549
N 0.765 1.418 -1.183
C -0.383 2.309 -1.100
H 0.901 0.173 1.022
H 1.327 -1.337 0.940
H -0.111 -1.030 1.660
H -1.145 -1.029 -0.436
H 0.341 -1.899 -0.915
H 0.024 -0.078 -2.491
H 1.576 -0.352 -1.830
H 1.453 1.814 -1.841
H -1.069 1.902 -0.352
H -0.076 3.318 -0.838
H -0.914 2.294 -2.068
H -1.112 -2.697 3.688
H -1.552 -1.256 3.760
O -1.042 -1.863 3.206
*
```

Order from most stable to least stable according to the calculation: 2, 1

1.
This record from the OMol25 dataset describes a gas-phase ion, C5H12N3O (charge +1). The level of theory is ωB97M-V/def2-TZVPD.

Output
HOMO energy	-12.72	eV
frontier orbital gap	0.3289	hartree

```
! wB97M-V def2-TZVPD RIJCOSX def2/J DEFGRID3
* xyz 1 1
C 1.066 0.747 1.171
C 0.754 -0.492 1.333
C 0.229 1.667 -1.020
C -0.056 0.138 -1.543
C -0.514 -1.903 2.794
N 0.973 1.689 0.243
N -0.402 0.203 -2.910
N -1.181 -0.406 -0.764
O 0.465 -1.566 1.759
H 1.737 0.774 2.061
H 0.912 2.083 -1.718
H -0.584 2.338 -0.936
H 0.922 -0.438 -1.162
H -0.956 -2.985 2.761
H -1.364 -1.250 2.659
H -0.067 -1.749 3.727
H 1.635 2.512 0.308
H 0.423 0.402 -3.506
H -0.600 -0.747 -3.237
H -1.447 -1.298 -1.148
H -1.945 0.281 -0.874
*
```

2.
This record from the OMol25 dataset describes a molecular structure, C5H12N3O. The level of theory is ωB97M-V/def2-TZVPD.

Output
HOMO energy	-12.61	eV
frontier orbital gap	0.2817	hartree

```
! wB97M-V def2-TZVPD RIJCOSX def2/J DEFGRID3
* xyz 1 1
C 4.188 -0.513 0.057
C 1.985 -0.535 1.063
C -1.133 -0.605 -1.374
C -0.920 1.511 -0.232
C -2.721 -0.094 0.497
N 3.083 -0.079 0.456
N 0.876 -0.319 0.489
N -1.438 0.084 -0.151
O -0.283 -0.525 1.034
H 4.755 0.280 -0.347
H 4.520 -1.567 0.017
H 2.051 -0.805 2.130
H -1.158 -1.604 -1.329
H -1.746 -0.290 -2.209
H -0.161 -0.294 -1.592
H -1.143 2.213 0.601
H 0.185 1.499 -0.182
H -1.429 2.123 -1.019
H -3.468 0.744 0.276
H -3.297 -1.037 0.194
H -2.744 -0.189 1.620
*
```

Order from most stable to least stable according to the calculation: 1, 2

1.
This record from the OMol25 dataset describes a molecular structure, C2H6O3P. The level of theory is ωB97M-V/def2-TZVPD.

Output
HOMO energy	-4.18	eV
frontier orbital gap	0.3177	hartree

```
! wB97M-V def2-TZVPD RIJCOSX def2/J DEFGRID3
* xyz -1 1
C 0.939 -0.171 1.723
C -0.890 -0.082 -1.029
O -0.337 0.189 1.563
O 1.636 0.472 0.691
O -0.593 2.468 0.361
P 0.067 1.218 0.033
H 1.483 -0.108 2.722
H 1.164 -1.271 1.714
H 0.893 1.644 -1.163
H -1.868 0.034 -0.695
H -0.353 -1.027 -0.765
H -0.611 0.336 -1.949
*
```

2.
This record from the OMol25 dataset describes a gas-phase ion, C2H6O3P (charge -1). The level of theory is ωB97M-V/def2-TZVPD.

Output
structure (SMILES)	C[C@@H](O)[P@H](=O)[O-]
HOMO energy	-4.75	eV
frontier orbital gap	0.3322	hartree

```
! wB97M-V def2-TZVPD RIJCOSX def2/J DEFGRID3
* xyz -1 1
C 1.352 0.340 -0.335
C 0.248 -0.677 -0.035
O 0.127 -1.210 1.218
P -1.377 0.227 -0.226
O -1.749 0.430 1.224
O -2.288 -0.509 -1.116
H 2.481 -0.011 -0.445
H 1.006 0.997 -1.162
H 1.370 0.894 0.625
H 0.401 -1.501 -0.830
H -0.622 -0.609 1.674
H -0.950 1.629 -0.593
*
```

Order from most stable to least stable according to the calculation: 2, 1

1.
This record from the OMol25 dataset describes 10 unconnected molecules or ions with the total composition C21H62NO21S. The level of theory is ωB97M-V/def2-TZVPD.

Output
HOMO energy	-6.32	eV
frontier orbital gap	0.2816	hartree

```
! wB97M-V def2-TZVPD RIJCOSX def2/J DEFGRID3
* xyz -1 1
C 4.559 0.992 2.034
N 4.513 -0.516 2.214
C 5.901 -0.977 2.633
C 3.530 -0.849 3.217
C 4.217 -1.133 0.808
C 2.852 -0.838 0.159
O 2.725 -1.514 -1.041
H 3.483 1.323 1.535
H 5.342 1.251 1.261
H 4.938 1.284 3.098
H 6.647 -0.671 1.983
H 5.918 -2.086 2.760
H 6.174 -0.327 3.597
H 3.563 -0.274 4.112
H 3.631 -1.877 3.480
H 2.572 -0.672 2.843
H 4.537 -2.279 0.629
H 4.941 -0.540 -0.011
H 2.924 0.243 -0.033
H 2.162 -1.108 0.960
H 1.931 -1.214 -1.529
S -0.472 -0.124 -0.630
O 0.050 -0.675 -1.767
O -1.798 0.430 -0.775
O -0.452 -1.098 0.422
O 0.472 0.915 -0.310
C -1.496 3.350 -2.370
C -2.561 4.345 -1.875
O -1.962 5.672 -1.895
O -2.134 2.067 -2.657
H -0.624 3.125 -1.656
H -1.014 3.809 -3.157
H -2.432 4.112 -0.911
H -3.454 4.297 -2.245
H -2.154 6.172 -2.674
H -2.244 1.501 -1.912
C -3.105 -2.482 2.296
C -4.000 -2.415 3.441
O -4.973 -3.427 3.116
O -1.974 -1.559 2.562
H -3.446 -1.992 1.464
H -2.734 -3.339 1.995
H -4.542 -1.461 3.825
H -3.601 -2.674 4.342
H -5.627 -3.541 3.897
H -1.419 -1.271 1.757
C 1.112 -4.578 -0.184
C 0.561 -4.385 1.198
O 0.800 -3.042 1.633
O 1.327 -5.917 -0.330
H 2.097 -4.029 -0.248
H 0.601 -4.146 -1.042
H 1.360 -5.007 2.044
H -0.368 -4.603 1.575
H 0.218 -2.467 1.239
H 1.086 -6.322 -1.222
C 3.505 4.403 -1.174
C 3.071 2.903 -1.243
O 2.356 2.777 -0.142
O 2.290 5.097 -1.331
H 4.294 4.493 -2.119
H 3.932 4.688 -0.360
H 3.891 2.090 -1.074
H 2.452 2.726 -2.083
H 1.519 2.132 -0.238
H 1.604 4.739 -0.583
C 0.112 1.251 3.115
C -1.301 1.663 3.458
O -1.967 0.539 4.180
O 0.678 2.161 2.162
H 0.211 0.350 2.600
H 0.777 1.124 3.886
H -1.938 1.597 2.677
H -1.382 2.502 4.190
H -2.111 -0.166 3.682
H 0.425 1.755 1.408
C -5.190 0.483 -0.002
C -4.288 0.951 1.098
O -3.366 1.915 0.544
O -4.478 -0.348 -0.918
H -5.811 1.224 -0.642
H -6.140 0.019 0.276
H -3.750 0.366 1.801
H -4.799 1.561 1.916
H -2.762 1.408 -0.092
H -3.587 -0.099 -0.532
C -2.196 -2.792 -2.667
C -2.899 -3.359 -1.388
O -4.243 -3.065 -1.387
O -0.801 -2.964 -2.634
H -2.303 -1.703 -2.973
H -2.454 -3.186 -3.646
H -2.421 -2.938 -0.528
H -2.845 -4.506 -1.245
H -4.382 -2.243 -0.915
H -0.629 -1.978 -2.561
C 0.302 1.144 -4.496
C 1.249 1.747 -5.573
O 0.863 3.010 -5.851
O 1.069 -0.031 -3.961
H -0.659 0.940 -4.861
H 0.146 1.772 -3.536
H 1.437 1.227 -6.529
H 2.301 1.715 -4.972
H 1.259 3.584 -5.253
H 0.749 -0.144 -3.090
*
```

2.
This record from the OMol25 dataset describes 10 unconnected molecules or ions with the total composition C21H62NO21S. The level of theory is ωB97M-V/def2-TZVPD.

Output
HOMO energy	-5.94	eV
frontier orbital gap	0.2497	hartree

```
! wB97M-V def2-TZVPD RIJCOSX def2/J DEFGRID3
* xyz -1 1
C 47.677 33.349 24.258
N 48.494 32.224 24.756
C 49.359 32.638 25.987
C 47.552 31.147 25.138
C 49.396 31.717 23.779
C 48.882 31.339 22.397
O 49.813 30.819 21.558
H 46.920 33.050 23.543
H 48.306 34.111 23.784
H 47.277 33.868 25.171
H 48.838 32.801 26.888
H 49.872 33.542 25.871
H 50.051 31.842 26.543
H 47.920 30.336 25.343
H 46.641 30.859 24.508
H 47.174 31.476 26.107
H 50.080 30.942 24.226
H 50.138 32.470 23.542
H 48.377 32.226 21.943
H 48.206 30.692 22.481
H 49.295 30.678 20.697
S 48.834 31.966 18.263
O 49.936 32.756 18.536
O 48.912 31.456 16.868
O 48.715 30.893 19.206
O 47.678 32.850 18.368
C 46.498 29.835 15.007
C 45.374 30.472 16.051
O 44.454 29.486 16.140
O 47.690 30.662 14.858
H 46.021 29.759 13.903
H 46.825 28.938 15.357
H 45.001 31.664 15.672
H 45.816 30.533 17.127
H 43.817 29.758 16.864
H 47.679 31.024 15.642
C 51.238 31.437 14.895
C 50.897 30.016 14.716
O 50.409 29.592 15.996
O 50.204 32.343 14.913
H 51.940 31.791 14.144
H 51.896 31.749 15.714
H 51.703 29.127 14.490
H 50.163 29.924 13.996
H 49.898 30.309 16.159
H 49.720 32.035 15.709
C 47.972 27.546 17.780
C 47.112 28.024 18.964
O 47.806 28.784 19.973
O 47.288 26.759 16.912
H 48.915 27.100 18.415
H 48.671 28.315 17.482
H 46.787 27.066 19.267
H 46.331 28.533 18.644
H 48.022 29.501 19.397
H 47.968 26.393 16.378
C 48.884 36.768 20.529
C 48.759 35.794 19.358
O 47.662 34.966 19.887
O 50.012 37.573 20.301
H 48.926 36.189 21.474
H 47.999 37.337 20.818
H 49.457 35.195 19.153
H 48.556 36.368 18.501
H 47.450 34.215 19.227
H 50.654 36.922 20.695
C 47.364 35.589 14.613
C 47.555 34.498 15.648
O 46.410 34.340 16.542
O 48.583 35.776 13.836
H 47.360 36.414 15.368
H 46.557 35.389 14.032
H 48.520 34.298 15.991
H 47.624 33.423 15.153
H 46.779 33.761 17.230
H 49.215 35.955 14.397
C 53.018 29.268 20.146
C 51.860 30.109 19.412
O 50.858 29.186 19.100
O 54.120 29.927 20.321
H 53.199 28.203 19.768
H 52.389 29.115 20.915
H 52.439 30.372 18.563
H 51.575 31.052 19.945
H 50.314 29.935 18.944
H 54.309 30.148 19.397
C 45.578 32.036 20.814
C 44.861 31.401 19.659
O 45.116 32.314 18.628
O 45.497 31.165 21.943
H 45.208 33.035 21.153
H 46.699 32.212 20.685
H 43.831 31.397 19.823
H 45.166 30.450 19.416
H 46.097 32.653 18.499
H 46.145 30.475 22.025
C 52.955 33.983 18.219
C 52.597 34.663 19.594
O 51.622 33.889 20.309
O 51.838 34.019 17.417
H 53.103 33.013 18.496
H 53.955 34.303 17.789
H 52.143 35.645 19.170
H 53.460 34.898 20.154
H 50.967 33.429 19.722
H 51.015 33.698 17.893
*
```

Order from most stable to least stable according to the calculation: 1, 2

1.
This record from the OMol25 dataset describes CH4BrP in the gas phase. The level of theory is ωB97M-V/def2-TZVPD.

Output
HOMO energy	-7.47	eV
frontier orbital gap	0.2698	hartree

```
! wB97M-V def2-TZVPD RIJCOSX def2/J DEFGRID3
* xyz 0 1
C 1.120 0.435 0.254
P -2.272 -0.920 0.033
Br -0.919 0.746 -0.332
H 1.827 1.197 0.132
H 1.460 -0.448 -0.191
H 0.877 0.343 1.291
H -2.093 -1.353 -1.185
*
```

2.
This record from the OMol25 dataset describes CH4BrP in the gas phase. The level of theory is ωB97M-V/def2-TZVPD.

Output
structure (SMILES)	CPBr
HOMO energy	-9.21	eV
frontier orbital gap	0.3640	hartree

```
! wB97M-V def2-TZVPD RIJCOSX def2/J DEFGRID3
* xyz 0 1
C -0.263 0.189 -0.715
P 0.497 -0.907 0.523
Br 1.699 0.574 1.596
H 0.180 1.126 -0.599
H -1.261 0.310 -0.354
H -0.199 -0.367 -1.642
H -0.653 -0.926 1.191
*
```

3.
This record from the OMol25 dataset describes a molecular structure, CH4BrP. The level of theory is ωB97M-V/def2-TZVPD.

Output
HOMO energy	-9.42	eV
frontier orbital gap	0.3591	hartree

```
! wB97M-V def2-TZVPD RIJCOSX def2/J DEFGRID3
* xyz 0 1
C -0.108 0.050 -0.403
P 1.116 -1.220 -0.042
Br 2.945 0.150 -0.005
H 0.209 0.635 -1.360
H -0.112 0.919 0.678
H -1.066 -0.486 -0.779
H 1.147 -1.130 1.277
*
```

Order from most stable to least stable according to the calculation: 2, 3, 1

1.
This record from the OMol25 dataset describes 2 unconnected molecules or ions with the total composition C3H5Br. The level of theory is ωB97M-V/def2-TZVPD.

Output
HOMO energy (spin up / spin down)	-8.19 / -9.94	eV
frontier orbital gap (spin up / spin down)	0.3101 / 0.3589	hartree

```
! wB97M-V def2-TZVPD RIJCOSX def2/J DEFGRID3
* xyz 0 1
C 0.503 0.890 0.214
C 0.379 -0.581 0.574
C -0.113 -0.042 -0.690
Br 0.209 -0.690 -2.409
H 0.042 1.574 1.028
H 1.510 1.136 -0.136
H 1.113 -1.375 0.624
H -0.473 -1.072 1.125
H -3.170 0.161 -0.329
*
```

2.
This record from the OMol25 dataset describes C3H5Br in the gas phase. The level of theory is ωB97M-V/def2-TZVPD.

Output
structure (SMILES)	C=CCBr
HOMO energy	-9.87	eV
frontier orbital gap	0.4026	hartree

```
! wB97M-V def2-TZVPD RIJCOSX def2/J DEFGRID3
* xyz 0 1
C -1.372 0.553 0.160
C -0.155 0.376 -0.342
C 0.896 -0.567 0.103
Br 2.610 -0.035 0.014
H -2.019 1.158 -0.398
H -1.531 -0.056 1.103
H 0.061 0.941 -1.235
H 0.807 -1.506 -0.479
H 0.705 -0.862 1.074
*
```

Order from most stable to least stable according to the calculation: 2, 1

1.
This record from the OMol25 dataset describes a molecular structure, CH2O4. The level of theory is ωB97M-V/def2-TZVPD.

Output
HOMO energy	-11.45	eV
frontier orbital gap	0.3660	hartree

```
! wB97M-V def2-TZVPD RIJCOSX def2/J DEFGRID3
* xyz 0 1
C 0.146 -0.028 0.038
O 1.223 0.009 -0.829
O 1.314 0.055 0.877
O -0.637 -1.136 -0.008
O -0.531 1.086 0.025
H -0.049 -1.738 -0.490
H -0.264 1.822 -0.493
*
```

2.
This record from the OMol25 dataset describes 2 unconnected molecules or ions with the total composition CH2O4. The level of theory is ωB97M-V/def2-TZVPD.

Output
structure (SMILES)	O=CO.O=O
HOMO energy	-10.78	eV
frontier orbital gap	0.2878	hartree

```
! wB97M-V def2-TZVPD RIJCOSX def2/J DEFGRID3
* xyz 0 1
O 1.469 0.881 1.910
C 0.683 0.452 1.115
O 0.209 -0.807 1.072
H 0.259 1.119 0.348
H -0.339 -0.882 0.267
O -1.392 -0.662 -2.820
O -0.890 -0.101 -1.891
*
```

Order from most stable to least stable according to the calculation: 1, 2

1.
This record from the OMol25 dataset describes C2H3FS2 in the gas phase. The level of theory is ωB97M-V/def2-TZVPD.

Output
structure (SMILES)	C=CSSF
HOMO energy	-9.55	eV
frontier orbital gap	0.3626	hartree

```
! wB97M-V def2-TZVPD RIJCOSX def2/J DEFGRID3
* xyz 0 1
C 0.228 -0.475 0.064
C -0.181 0.576 -0.610
S -0.051 0.780 -2.444
S -0.821 2.564 -2.864
F -2.481 2.353 -2.944
H 0.035 -0.425 1.146
H 0.532 -1.454 -0.509
H -0.499 1.381 -0.141
*
```

2.
This record from the OMol25 dataset describes C2H3FS2 in the gas phase. The level of theory is ωB97M-V/def2-TZVPD.

Output
structure (SMILES)	F/C=C/SS
HOMO energy	-9.38	eV
frontier orbital gap	0.3576	hartree

```
! wB97M-V def2-TZVPD RIJCOSX def2/J DEFGRID3
* xyz 0 1
F -2.586 0.399 0.080
C -1.435 -0.237 0.060
C -0.444 0.015 -0.725
S 1.343 -1.005 -0.460
S 2.567 0.574 0.116
H -1.287 -0.882 0.942
H -0.272 0.780 -1.410
H 2.113 0.356 1.396
*
```

Order from most stable to least stable according to the calculation: 1, 2